A molecular structure, C4H5NO in a non-equilibrium geometry, computed with wB97M-V/def2-TZVPD.

Structure (XYZ):
```
11
Properties=species:S:1:pos:R:3:forces:R:3:nbo_charge:R:1
C -0.07709 0.94965 -0.13461 0.084 -0.834 0.202 -0.577
C 0.98806 -0.05978 -0.51823 0.670 -0.288 -0.253 -0.527
C 0.34244 -1.25899 0.17707 0.572 -0.763 -0.043 0.539
O 0.68008 -2.38213 0.40249 -0.110 0.378 -0.091 -0.456
C -0.90037 -0.47497 0.54787 1.150 1.409 -0.751 0.113
N -2.06506 -0.43013 1.01010 1.451 1.366 -0.959 -0.462
H -1.70807 0.55885 0.62598 -3.832 0.009 1.605 0.438
H -0.53313 1.49258 -0.98723 -0.087 -0.616 0.490 0.224
H 0.25265 1.70979 0.59628 -0.231 -0.584 -0.069 0.222
H 1.98245 0.13855 -0.12828 0.164 -0.049 -0.114 0.243
H 1.03805 -0.24341 -1.59142 0.171 -0.028 -0.017 0.244
```
Forces are in eV/Å.

Its LUMO energy is -0.45 eV. The charge is 0. Its molecular weight is 83.1 g/mol.


A molecular structure, C6H11N in a non-equilibrium geometry, computed with wB97M-V/def2-TZVPD.

Structure (XYZ):
```
18
Properties=species:S:1:pos:R:3:forces:R:3:nbo_charge:R:1
C 1.87864 0.07090 -0.11576 1.025 1.509 2.395 -0.401
C 1.09036 -1.23757 -0.20595 -0.061 -0.757 1.734 -0.424
C -0.31846 -0.75077 0.17997 0.538 0.893 -0.472 -0.063
C -1.79875 -0.76046 -0.14994 -2.747 -2.239 3.940 -0.389
C -1.69101 0.71628 -0.12243 -0.172 1.726 -1.826 -0.218
C 0.78781 1.20677 0.04004 2.444 3.147 0.296 -0.209
H 2.52887 0.05360 0.84631 -0.791 0.193 -1.762 0.203
H 2.51943 0.27966 -0.99424 -0.351 -0.282 0.565 0.214
H 1.18488 -1.48030 -1.25204 -0.374 -1.187 -0.056 0.226
H 1.51387 -1.92748 0.59080 -0.502 0.177 -1.622 0.216
H -0.50390 -0.54656 1.24313 1.595 -0.138 0.673 0.151
H -2.13068 -1.35638 -0.92156 -0.617 -0.343 -2.564 0.221
H -2.50842 -1.09904 0.70795 1.387 0.097 -1.049 0.187
H -2.30678 1.31655 -0.76703 -0.268 0.173 -0.717 0.194
H -1.71178 1.24678 0.81141 -0.360 -0.377 1.297 0.173
H 0.60117 1.53259 1.16953 0.419 -0.636 -1.901 0.153
H 1.17447 2.19254 -0.55370 -1.175 -2.172 1.359 0.194
N -0.30970 0.54288 -0.50652 0.012 0.217 -0.290 -0.427
```
Forces are in eV/Å.

Its LUMO energy is 1.25 eV. The charge is 0. Its molecular weight is 97.2 g/mol.


What did we get for HOMO-LUMO gap? Answer: 9.15 10.08 eV, in the order shown.